P | Below is C33H41HgN8OSSi as an isolated structure, with properties calculated with ωB97M-V with the def2-TZVPD basis set.

Structure (XYZ):
```
86
Properties=species:S:1:pos:R:3
Hg -0.46100 -1.31070 -0.82680
C -1.27027 0.66384 -4.78782
C -0.96133 -0.36507 -3.74631
N -0.68940 0.03106 -2.49076
N -0.81894 1.39390 -2.20855
C 0.20419 2.27490 -2.27717
N -0.02259 3.40887 -1.57052
S 1.59780 2.06499 -3.17716
C -0.97685 -1.75759 -4.00908
C -1.18322 -2.31353 -5.30467
C -1.20459 -3.66763 -5.47742
C -1.03044 -4.51840 -4.36808
C -0.83839 -3.92180 -3.14077
N -0.79882 -2.60586 -2.94258
H -0.50309 1.43789 -4.79102
H -2.22956 1.14376 -4.57398
H -1.32289 0.23426 -5.78274
H -1.54281 1.60531 -1.52678
H -0.83786 3.49988 -0.98127
H 0.64208 4.15251 -1.66894
H -1.31860 -1.66739 -6.15857
H -1.35695 -4.08200 -6.46622
H -1.04781 -5.59439 -4.46212
H -0.69778 -4.53243 -2.25397
C 2.04159 2.12735 1.77992
C 3.36142 2.13235 1.35772
C 3.73284 1.32216 0.30058
C 2.77107 0.52880 -0.32128
N 1.50462 0.52483 0.08994
C 1.15701 1.29835 1.10964
C 3.10825 -0.36752 -1.46982
C 4.28331 -0.20037 -2.19483
C 4.52960 -1.02469 -3.27779
C 3.60073 -1.99666 -3.60344
C 2.46490 -2.10309 -2.81628
N 2.22168 -1.31659 -1.77355
H 1.70424 2.74253 2.60400
H 4.09737 2.75483 1.85027
H 4.76190 1.30581 -0.02555
H 0.11428 1.24910 1.40522
H 4.97963 0.58789 -1.95106
H 5.42929 -0.89810 -3.86600
H 3.73999 -2.65486 -4.44973
H 1.70602 -2.84333 -3.03819
C -1.52043 1.24660 4.41832
N -2.49970 1.41847 3.34743
N -2.09609 2.31862 2.35326
C -2.46021 1.83796 1.10140
O -2.33042 2.47921 0.06164
C -2.99173 0.52061 1.34338
C -2.95600 0.29806 2.67428
C -3.28394 -0.94461 3.42283
C -1.92383 3.69038 2.66416
C -0.98694 4.42035 1.94243
C -0.82344 5.76952 2.21232
C -1.56739 6.38098 3.21233
C -2.48594 5.63820 3.93990
C -2.67680 4.29260 3.66336
H -1.31078 2.21557 4.86531
H -0.58976 0.80912 4.04342
H -1.95005 0.60163 5.18034
H -3.34545 -0.14707 0.57718
H -3.78588 -1.64577 2.76092
H -3.93084 -0.73417 4.27507
H -2.37509 -1.42623 3.79066
H -0.39414 3.92464 1.18525
H -0.10281 6.34405 1.64503
H -1.43013 7.43273 3.42481
H -3.06995 6.10963 4.71941
H -3.40858 3.71010 4.20753
C 0.36783 -4.18961 3.16127
Si 0.76436 -3.33437 1.52993
C 2.37075 -2.39440 1.73860
C 0.98999 -4.64164 0.20381
C -0.63402 -2.19131 1.07675
H 1.17068 -4.86507 3.46625
H -0.55148 -4.77601 3.08742
H 0.23170 -3.45606 3.96092
H 3.17567 -3.06810 2.04299
H 2.28437 -1.60907 2.49443
H 2.65739 -1.92722 0.79631
H 1.73703 -5.38359 0.49518
H 1.32177 -4.18115 -0.73089
H 0.05356 -5.16988 0.00680
H -1.58277 -2.73701 1.11449
H -0.70112 -1.37983 1.80733
```

2S+1   2
Gap between HOMO and LUMO (spin up / spin down)   0.2014 / 0.2901 Ha
Expectation value of S²   0.767
HOMO (spin up / spin down)   -5.1 / -7.5 eV
Net charge   0

And the Löwdin charges, in e, turn out to be: atom 1 (Hg): 1.1516, atom 2 (C): -0.0377, atom 3 (C): -0.3030, atom 4 (N): -0.1444, atom 5 (N): -0.0421, atom 6 (C): -0.9054, atom 7 (N): 0.0935, atom 8 (S): 0.6180, atom 9 (C): -0.2568, atom 10 (C): -0.0345, atom 11 (C): -0.0956, atom 12 (C): -0.0945, atom 13 (C): -0.1871, atom 14 (N): -0.0109, atom 15 (H): 0.0326, atom 16 (H): 0.0894, atom 17 (H): 0.0592, atom 18 (H): 0.0978, atom 19 (H): 0.0598, atom 20 (H): 0.0813, atom 21 (H): 0.0915, atom 22 (H): 0.0991, atom 23 (H): 0.0889, atom 24 (H): 0.0874, atom 25 (C): -0.0606, atom 26 (C): -0.0539, atom 27 (C): -0.0061, atom 28 (C): -0.2563, atom 29 (N): 0.0927, atom 30 (C): -0.1421, atom 31 (C): -0.2770, atom 32 (C): -0.0311, atom 33 (C): -0.0567, atom 34 (C): -0.0468, atom 35 (C): -0.1250, atom 36 (N): 0.0951, atom 37 (H): 0.0997, atom 38 (H): 0.1085, atom 39 (H): 0.1052, atom 40 (H): 0.0866, atom 41 (H): 0.1048, atom 42 (H): 0.1087, atom 43 (H): 0.1052, atom 44 (H): 0.0893, atom 45 (C): -0.0044, atom 46 (N): -0.0687, atom 47 (N): 0.0317, atom 48 (C): -0.4191, atom 49 (O): 0.0105, atom 50 (C): 0.0543, atom 51 (C): -0.2742, atom 52 (C): -0.0137, atom 53 (C): -0.1946, atom 54 (C): -0.0140, atom 55 (C): -0.0671, atom 56 (C): -0.0864, atom 57 (C): -0.0771, atom 58 (C): -0.0214, atom 59 (H): 0.0857, atom 60 (H): 0.0964, atom 61 (H): 0.0907, atom 62 (H): 0.1185, atom 63 (H): 0.0898, atom 64 (H): 0.0907, atom 65 (H): 0.0816, atom 66 (H): 0.0909, atom 67 (H): 0.1074, atom 68 (H): 0.1031, atom 69 (H): 0.1050, atom 70 (H): 0.1161, atom 71 (C): -0.1945, atom 72 (Si): 0.3641, atom 73 (C): -0.1767, atom 74 (C): -0.1888, atom 75 (C): -0.4459, atom 76 (H): 0.0250, atom 77 (H): 0.0250, atom 78 (H): 0.0203, atom 79 (H): 0.0328, atom 80 (H): 0.0295, atom 81 (H): -0.0014, atom 82 (H): 0.0306, atom 83 (H): 0.0069, atom 84 (H): 0.0256, atom 85 (H): -0.0188, atom 86 (H): -0.0441



Q | Below is C33H41HgN8OSSi as an isolated structure, with properties calculated with ωB97M-V with the def2-TZVPD basis set.

Structure (XYZ):
```
86
Properties=species:S:1:pos:R:3
Hg -1.43184 -0.54569 -0.04779
C -3.03547 2.13485 -3.30086
C -2.84454 0.98925 -2.35643
N -1.75887 0.96304 -1.56225
N -0.90780 2.06561 -1.62352
C 0.17010 2.14818 -2.43284
N 1.06300 3.08689 -2.03311
S 0.39954 1.25939 -3.83083
C -3.78384 -0.06335 -2.22514
C -4.92551 -0.21847 -3.06470
C -5.78771 -1.25860 -2.86883
C -5.55266 -2.17708 -1.82603
C -4.43132 -1.97587 -1.05076
N -3.56401 -0.98174 -1.22812
H -2.15881 2.25053 -3.93867
H -3.16621 3.06547 -2.74191
H -3.90420 2.00070 -3.93595
H -0.86424 2.60813 -0.76550
H 0.90958 3.62157 -1.19009
H 1.80629 3.31058 -2.66768
H -5.10994 0.47844 -3.86764
H -6.64899 -1.37328 -3.51516
H -6.21556 -3.00786 -1.63280
H -4.20099 -2.65810 -0.23820
C 3.51193 -0.00196 -0.16840
C 3.99666 -0.88843 -1.11712
C 3.10228 -1.52458 -1.95918
C 1.74221 -1.25182 -1.83570
N 1.27692 -0.41776 -0.90921
C 2.14044 0.18498 -0.10296
C 0.73994 -1.88961 -2.73570
C 1.08592 -2.25635 -4.03114
C 0.12482 -2.82206 -4.84816
C -1.15176 -3.00597 -4.34775
C -1.40854 -2.60590 -3.04600
N -0.49073 -2.06430 -2.25091
H 4.17158 0.53030 0.50458
H 5.05764 -1.08686 -1.19904
H 3.45720 -2.23916 -2.68861
H 1.70964 0.85653 0.63288
H 2.07544 -2.05135 -4.41497
H 0.36662 -3.09587 -5.86694
H -1.94167 -3.43425 -4.94892
H -2.40096 -2.71200 -2.62302
C 2.11428 0.98463 3.88607
N 1.10119 1.99423 3.58642
N 1.31106 2.68031 2.38598
C 0.10031 2.88053 1.73367
O -0.02166 3.56855 0.72182
C -0.87251 2.16643 2.52267
C -0.23257 1.62891 3.58392
C -0.76562 0.73381 4.64589
C 2.45279 3.50614 2.23294
C 2.99653 3.66282 0.96338
C 4.08851 4.49786 0.79049
C 4.65425 5.14733 1.87950
C 4.11822 4.96622 3.14604
C 3.00829 4.15437 3.32806
H 3.09212 1.46028 3.91104
H 2.11617 0.18424 3.13944
H 1.90687 0.56998 4.86896
H -1.92271 2.10364 2.29518
H -1.85127 0.71194 4.59015
H -0.46674 1.07443 5.63744
H -0.40699 -0.28811 4.50632
H 2.56320 3.12964 0.12870
H 4.50537 4.63238 -0.19935
H 5.51231 5.79153 1.74125
H 4.55514 5.47097 3.99761
H 2.56406 4.02760 4.30674
C -0.27925 -3.98537 3.38773
Si -0.51313 -3.29648 1.64999
C 1.06443 -3.59520 0.68443
C -1.92370 -4.21342 0.82393
C -0.89392 -1.47755 1.76228
H -0.04975 -5.05360 3.36837
H -1.17897 -3.84885 3.99281
H 0.54540 -3.48076 3.89877
H 1.35709 -4.64704 0.73173
H 1.89485 -2.99741 1.07098
H 0.91922 -3.33388 -0.36419
H -1.74742 -5.29134 0.80521
H -2.04397 -3.87317 -0.20792
H -2.86555 -4.03902 1.35051
H -1.70851 -1.31437 2.47541
H -0.01890 -0.93940 2.14072
```

2S+1   2
Gap between HOMO and LUMO (spin up / spin down)   0.2049 / 0.2926 Ha
Expectation value of S²   0.767
HOMO (spin up / spin down)   -5.2 / -7.6 eV
Net charge   0

And the Löwdin charges, in e, turn out to be: atom 1 (Hg): 1.1463, atom 2 (C): -0.0368, atom 3 (C): -0.3015, atom 4 (N): -0.1371, atom 5 (N): -0.0425, atom 6 (C): -0.9060, atom 7 (N): 0.0895, atom 8 (S): 0.6181, atom 9 (C): -0.2583, atom 10 (C): -0.0338, atom 11 (C): -0.0950, atom 12 (C): -0.0938, atom 13 (C): -0.1908, atom 14 (N): -0.0153, atom 15 (H): 0.0365, atom 16 (H): 0.0885, atom 17 (H): 0.0585, atom 18 (H): 0.0987, atom 19 (H): 0.0641, atom 20 (H): 0.0821, atom 21 (H): 0.0919, atom 22 (H): 0.0993, atom 23 (H): 0.0893, atom 24 (H): 0.0877, atom 25 (C): -0.0565, atom 26 (C): -0.0552, atom 27 (C): -0.0102, atom 28 (C): -0.2663, atom 29 (N): 0.0950, atom 30 (C): -0.1445, atom 31 (C): -0.2811, atom 32 (C): -0.0380, atom 33 (C): -0.0565, atom 34 (C): -0.0463, atom 35 (C): -0.1238, atom 36 (N): 0.0993, atom 37 (H): 0.1017, atom 38 (H): 0.1083, atom 39 (H): 0.1114, atom 40 (H): 0.0862, atom 41 (H): 0.1111, atom 42 (H): 0.1091, atom 43 (H): 0.1053, atom 44 (H): 0.0896, atom 45 (C): -0.0021, atom 46 (N): -0.0677, atom 47 (N): 0.0286, atom 48 (C): -0.4143, atom 49 (O): 0.0093, atom 50 (C): 0.0574, atom 51 (C): -0.2752, atom 52 (C): -0.0151, atom 53 (C): -0.1947, atom 54 (C): -0.0152, atom 55 (C): -0.0663, atom 56 (C): -0.0867, atom 57 (C): -0.0772, atom 58 (C): -0.0212, atom 59 (H): 0.0862, atom 60 (H): 0.0896, atom 61 (H): 0.0915, atom 62 (H): 0.1218, atom 63 (H): 0.0910, atom 64 (H): 0.0907, atom 65 (H): 0.0755, atom 66 (H): 0.0855, atom 67 (H): 0.1076, atom 68 (H): 0.1029, atom 69 (H): 0.1049, atom 70 (H): 0.1162, atom 71 (C): -0.1944, atom 72 (Si): 0.3672, atom 73 (C): -0.1747, atom 74 (C): -0.1883, atom 75 (C): -0.4435, atom 76 (H): 0.0252, atom 77 (H): 0.0248, atom 78 (H): 0.0215, atom 79 (H): 0.0328, atom 80 (H): 0.0294, atom 81 (H): 0.0027, atom 82 (H): 0.0313, atom 83 (H): 0.0051, atom 84 (H): 0.0272, atom 85 (H): -0.0215, atom 86 (H): -0.0456



Stability, lowest: P